(1)
# C5H10O

A molecular structure, C5H10O (the ωB97M-V functional and the def2-TZVPD basis, the OMol25 dataset).

Geometry as XYZ:
```
16
Properties=species:S:1:pos:R:3:forces:R:3:nbo_charge:R:1
C 2.267427 0.637897 -0.682587 0.0 0.0 0.0 -0.614
C 0.794506 0.370770 -0.449037 0.1 -0.4 -0.3 -0.534
C 0.345953 -0.658687 0.394891 0.2 0.1 -0.2 0.103
O -0.650366 0.450886 1.657332 0.0 0.4 0.0 -0.717
C -1.071303 -0.619853 0.846190 0.0 -0.3 -0.2 0.027
C -2.189844 -0.340862 -0.145974 0.0 0.1 0.0 -0.635
H 2.870907 0.364673 0.190137 -0.1 0.0 -0.1 0.211
H 2.455964 1.696001 -0.896854 -0.1 -0.2 0.1 0.218
H 2.644348 0.065135 -1.539928 -0.1 0.1 0.2 0.210
H 0.154388 0.957158 0.611213 -0.2 -0.2 0.4 0.448
H 0.137602 0.621852 -1.283494 0.0 0.0 0.2 0.235
H 1.041125 -1.232773 1.007373 -0.1 0.2 -0.1 0.221
H -1.337570 -1.495874 1.454145 0.1 0.1 -0.1 0.182
H -1.973757 0.510735 -0.798076 0.0 -0.1 0.1 0.207
H -3.105413 -0.107332 0.407298 0.2 0.0 0.0 0.227
H -2.383970 -1.219727 -0.772636 0.1 0.1 0.1 0.209
```
Forces are in eV/Å.

As for the HOMO energy: -8.394 eV. For the max |F|, the calculation gives 0.5 eV/Å. The gap between HOMO and LUMO comes out at 8.914 eV. The total energy comes out at -271.61218 Ha. The energy above the lowest of the compared OMol25 structures with the same formula, charge and spin comes out at 88.1 kcal/mol.

(2)
# C21H24F2N4O2

A single C21H24F2N4O2 molecule (the ωB97M-V functional and the def2-TZVPD basis, the OMol25 dataset).

Geometry as XYZ:
```
53
Properties=species:S:1:pos:R:3:forces:R:3:nbo_charge:R:1
C -6.768048 -3.678225 -2.093387 0.0 0.0 -0.2 -0.711
C -5.488116 -3.176228 -2.726196 -0.2 -0.1 0.1 0.686
O -5.340869 -3.124596 -3.933404 -0.1 -0.1 -0.3 -0.635
N -4.509802 -2.792516 -1.871740 0.3 0.0 0.1 -0.443
C -4.658371 -2.741273 -0.431774 -0.2 0.0 0.4 -0.208
H -5.306937 -1.899561 -0.145433 0.0 -0.1 0.1 0.178
C -3.300635 -2.592998 0.245237 -0.1 0.0 0.0 -0.420
H -2.673665 -3.450081 -0.009036 0.0 0.0 0.1 0.243
H -3.439970 -2.596002 1.327050 0.0 -0.1 0.0 0.221
C -2.564874 -1.319670 -0.186754 0.1 -0.2 0.0 -0.302
C -1.054184 -1.555855 -0.140418 -0.5 0.4 0.1 0.692
O -0.544119 -2.653186 -0.207693 0.2 -0.4 -0.1 -0.631
N -0.333249 -0.416962 -0.053694 0.3 0.3 0.1 -0.615
H -0.801287 0.475169 -0.025045 -0.1 -0.1 0.0 0.396
C 1.115737 -0.403533 -0.092058 0.1 -0.1 -0.3 -0.063
C 1.667749 0.518309 0.942570 0.2 0.3 -0.1 -0.152
C 2.705048 1.398551 0.722842 -0.3 -0.3 0.0 0.172
N 2.926396 2.041224 1.906949 -0.5 -0.5 -0.5 -0.183
N 2.080321 1.603792 2.855613 -0.2 0.2 0.8 -0.260
C 1.316765 0.697884 2.293732 0.3 0.1 -0.3 -0.022
H 0.550402 0.204314 2.856796 -0.2 -0.1 0.2 0.215
C 3.876269 3.000471 2.254377 0.7 0.7 0.5 0.199
C 4.238403 3.099629 3.597250 0.0 0.0 0.1 -0.305
C 5.169941 4.045155 3.973501 -0.1 0.0 -0.4 0.431
C 5.768488 4.902721 3.065280 0.0 0.0 0.0 -0.368
C 5.376477 4.786149 1.745273 -0.1 -0.2 0.3 0.438
C 4.440890 3.861266 1.318089 0.0 -0.1 -0.1 -0.337
H 4.157617 3.849069 0.280926 0.0 0.0 -0.1 0.237
F 5.918640 5.610606 0.832210 0.0 0.0 0.1 -0.317
H 6.498407 5.631790 3.373963 0.1 0.1 0.0 0.247
F 5.518226 4.134143 5.266621 0.0 0.0 -0.1 -0.313
H 3.781970 2.448288 4.323600 0.0 0.0 0.1 0.262
C 3.446415 1.523499 -0.560014 0.2 -0.1 -0.1 -0.431
H 3.118804 2.418361 -1.100121 0.1 0.0 0.0 0.213
C 3.142790 0.287829 -1.415501 -0.1 0.2 -0.1 -0.389
C 1.640058 0.021172 -1.473149 0.2 -0.3 0.2 -0.398
H 1.120665 0.930053 -1.789074 -0.1 0.0 0.0 0.194
H 1.421904 -0.764655 -2.196749 -0.1 0.0 0.0 0.224
H 3.643215 -0.582494 -0.987523 0.1 0.0 0.0 0.207
H 3.532029 0.440461 -2.422795 0.1 0.0 0.0 0.217
H 4.521271 1.606659 -0.382971 0.0 0.1 0.0 0.230
H 1.422773 -1.437042 0.114889 0.0 0.2 -0.1 0.242
C -2.950181 -0.947975 -1.632611 0.0 -0.1 -0.1 -0.405
C -3.295051 -2.210480 -2.410914 0.1 0.2 -0.4 -0.233
H -3.486219 -1.993103 -3.464303 0.1 -0.1 0.2 0.251
H -2.466925 -2.924819 -2.348304 0.0 0.0 -0.1 0.202
H -2.128938 -0.424872 -2.125674 0.0 0.1 0.0 0.218
H -3.817820 -0.284781 -1.630755 0.0 0.0 0.0 0.211
H -2.810139 -0.487771 0.480644 0.0 0.0 0.0 0.212
H -5.128691 -3.662294 -0.077140 0.0 0.1 0.0 0.211
H -6.582401 -4.591988 -1.532817 0.0 0.0 0.1 0.226
H -7.188971 -2.932532 -1.422920 -0.1 0.0 0.1 0.221
H -7.478209 -3.891072 -2.887446 0.0 0.0 0.0 0.243
```
Forces are in eV/Å.

As for the HOMO energy: -8.944 eV. For the max |F|, the calculation gives 1.1 eV/Å. The gap between HOMO and LUMO comes out at 9.411 eV. The total energy comes out at -1383.91418 Ha. The energy above the lowest of the compared OMol25 structures with the same formula, charge and spin comes out at 0.0 kcal/mol. The SMILES is CC(=O)N1CCC(C(=O)N[C@H]2CCCc3c2cnn3-c2cc(F)cc(F)c2)CC1.

(3)
# H26O13

13 unconnected molecules or ions with the total composition H26O13 (the ωB97M-V functional and the def2-TZVPD basis, the OMol25 dataset).

Geometry as XYZ:
```
39
Properties=species:S:1:pos:R:3:forces:R:3:nbo_charge:R:1
H -1.283525 0.770828 0.679982 -0.1 0.0 0.2 0.466
H -0.461020 -0.504744 0.599707 0.2 0.0 -0.1 0.465
H 0.852915 4.355379 0.813374 0.0 0.1 0.1 0.466
H 0.434106 5.627570 1.531825 0.1 0.0 0.0 0.471
H -2.424132 -1.848313 2.068444 0.0 0.0 0.0 0.470
H -1.442251 -2.435728 1.067996 0.0 -0.2 0.1 0.461
H 1.811622 2.638427 -1.653426 0.1 -0.1 -0.1 0.477
H 1.093793 1.306296 -1.795520 0.2 0.1 0.1 0.457
H 2.137308 -3.510073 0.585469 -0.2 -0.2 0.1 0.454
H 1.120557 -2.417751 0.297209 -0.1 0.2 -0.2 0.485
H 3.229495 -1.380981 -1.498682 0.6 0.8 -0.4 0.476
H 3.026096 -1.759237 -2.956623 0.6 0.3 -0.5 0.446
H -0.705240 0.102798 3.251505 0.3 0.1 -0.3 0.493
H -1.316203 1.044400 4.276274 -0.1 0.0 0.0 0.459
H -1.035801 0.109100 -1.920532 0.1 -0.1 -0.1 0.458
H -2.449420 -0.306294 -1.547473 0.0 -0.5 0.1 0.455
H 3.174156 -1.527386 0.160218 -0.3 0.2 0.8 0.457
H 4.252241 -0.799059 0.945911 0.0 0.0 -0.1 0.483
H -4.928470 -0.435143 -1.485237 -0.2 -0.1 0.0 0.460
H -6.152996 -0.964837 -0.757225 0.1 0.0 0.0 0.472
H 1.388515 -0.784675 -2.127116 0.1 -0.4 0.2 0.501
H 1.770865 -2.246744 -1.965237 -1.1 0.2 0.2 0.456
H -1.776386 2.756626 -1.560150 0.0 0.1 -0.1 0.473
H -2.604732 1.506723 -1.808397 0.0 0.3 -0.3 0.450
H 1.943346 -0.647930 3.374136 0.0 -0.1 -0.1 0.466
H 1.703723 0.704572 2.723475 -0.2 0.0 -0.1 0.477
O -0.470838 0.368790 1.006932 -0.1 -0.1 -1.0 -0.933
O 1.175567 5.228745 1.062610 -0.1 -0.1 0.0 -0.937
O -2.195156 -2.671155 1.621799 0.1 0.2 0.0 -0.929
O 1.334520 2.096583 -2.291994 -0.3 0.0 0.1 -0.933
O 1.356532 -3.082048 0.954488 0.3 0.0 0.0 -0.941
O 3.109290 -0.995908 -2.374044 3.6 0.4 -2.0 -0.916
O -1.231711 0.906700 3.326069 -0.4 0.1 0.8 -0.956
O -1.692130 -0.579034 -2.077675 -0.1 0.3 0.1 -0.907
O 3.683760 -0.709378 0.172752 0.2 -0.2 0.2 -0.932
O -5.231371 -1.174433 -0.946080 0.0 0.2 -0.1 -0.931
O 1.235513 -1.552424 -1.564851 -3.6 -1.4 1.6 -0.970
O -2.679350 2.464308 -1.728067 0.1 -0.1 0.3 -0.929
O 1.435553 -0.219972 2.675575 0.4 -0.2 0.4 -0.939
```
Forces are in eV/Å.

As for the HOMO energy: -10.727 eV. For the max |F|, the calculation gives 4.2 eV/Å. The gap between HOMO and LUMO comes out at 10.431 eV. The total energy comes out at -993.58966 Ha. The energy above the lowest of the compared OMol25 structures with the same formula, charge and spin comes out at 115.2 kcal/mol.